This record from the Open Molecules 2025 dataset describes a 2-piece molecular cluster, C5H12N2 overall in a non-equilibrium geometry. The level of theory is wB97M-V/def2-TZVPD.

Geometry as XYZ:
```
19
Properties=species:S:1:pos:R:3:nbo_charge:R:1
H 1.25712 1.96128 1.70802 0.3189
N 1.65092 1.05630 1.45542 -0.6688
C 1.05291 0.42693 0.53571 0.4008
C 1.33313 -0.98465 0.20863 -0.5272
C -0.14462 -0.68679 0.03060 -0.0467
C -1.10750 -1.07177 1.12449 -0.6190
C -0.67780 -0.89122 -1.37225 -0.6172
H 1.60466 -1.64276 1.03043 0.2105
H 1.92828 -1.17064 -0.68224 0.2170
H -1.41067 -2.12322 1.04167 0.2053
H -0.66793 -0.92464 2.11194 0.2219
H -1.99542 -0.44003 1.05907 0.2054
H -1.52451 -0.22430 -1.54355 0.1950
H 0.06267 -0.64092 -2.13568 0.2140
H -0.98019 -1.93176 -1.54867 0.2192
N 0.04182 2.11481 -0.68979 -1.0389
H -0.91272 1.82620 -0.91494 0.3700
H 0.57718 2.53214 -1.45393 0.3774
H -0.08731 2.81504 0.03510 0.3623
```

The calculation puts the HOMO energy at -7.527 eV. The SMILES is [H]/N=C1/CC1(C)C.N. The HOMO-LUMO gap is 8.321 eV. The total energy comes out at -307.092727 Ha. As for the LUMO energy: 0.8 eV. For the maximum force, the calculation gives 4.28 eV Å⁻¹. The relative energy (zero: lowest compared OMol25 entry of this formula, charge and spin) is 85.7 kcal/mol.